A.
Here is a single CH2IN2PS molecule from the Open Molecules 2025 dataset. Energies are from ωB97M-V/def2-TZVPD.

Geometry as XYZ:
```
8
Properties=species:S:1:pos:R:3:lowdin_charge:R:1
C 3.71 0.56 -0.24 -0.742
N 2.63 0.79 0.19 -0.241
N 1.39 0.95 0.32 -0.237
P 0.46 -0.51 0.29 0.260
S 1.42 -2.16 0.19 0.118
I 5.57 0.02 -0.14 0.966
H -0.27 -0.42 -0.83 -0.070
H -0.29 0.01 1.26 -0.054
```

Calculated values
- HOMO level (eV) = -8.8
- orbital gap (eV) = 8.57
- charge = 0
- LUMO level (Ha) = -0.0085

***

B.
Here is 2 unconnected molecules or ions with the total composition CH2IN2PS from the Open Molecules 2025 dataset. Energies are from ωB97M-V/def2-TZVPD.

Geometry as XYZ:
```
8
Properties=species:S:1:pos:R:3:lowdin_charge:R:1
C 1.19 -1.06 0.35 -0.918
N 0.13 -0.57 0.69 -0.196
N -1.05 -0.24 0.96 -0.399
P -2.07 0.37 -0.07 0.730
S 2.59 -1.70 0.32 0.684
I 0.62 0.70 -2.18 0.495
H -2.85 0.96 0.95 -0.151
H 1.43 1.54 -1.02 -0.245
```

Calculated values
- HOMO level (eV) = -8.3
- orbital gap (eV) = 6.97
- charge = 0
- SMILES string = [H]/P=N/N=C=S.I
- LUMO level (Ha) = -0.0477

***

Decreasing stability: A, B

***

A.
Here is 2 unconnected molecules or ions with the total composition H4N2O2P from the Open Molecules 2025 dataset. Energies are from ωB97M-V/def2-TZVPD.

Geometry as XYZ:
```
9
Properties=species:S:1:pos:R:3:lowdin_charge:R:1
N -0.26 0.14 -1.34 -0.151
N -0.53 0.12 1.16 -0.159
O 0.34 2.34 0.05 -0.428
O 2.86 -0.25 0.34 -0.757
P 0.49 0.91 -0.01 0.468
H 0.07 0.37 -2.26 0.024
H -0.25 -0.83 -1.16 -0.005
H -0.07 0.38 2.01 -0.002
H -0.34 -0.87 1.11 0.011
```

Calculated values
- HOMO level (alpha / beta) (eV) = -3.0 / -3.0
- orbital gap (alpha / beta) (eV) = 7.02 / 7.07
- charge = -1
- LUMO level (alpha / beta) (Ha) = 0.1494 / 0.1511

***

B.
Here is a molecular structure, H4N2O2P from the Open Molecules 2025 dataset. Energies are from ωB97M-V/def2-TZVPD.

Geometry as XYZ:
```
9
Properties=species:S:1:pos:R:3:lowdin_charge:R:1
N 0.83 -1.30 1.10 -0.339
N 0.01 -0.43 1.80 -0.338
O -0.29 0.46 -1.31 -0.244
O -1.62 -2.53 1.23 -0.562
P -0.94 -1.40 0.57 0.601
H -0.09 1.25 -0.75 0.006
H 1.44 -0.83 0.30 0.056
H 0.12 0.55 1.47 0.002
H -0.74 -0.23 -0.71 -0.182
```

Calculated values
- HOMO level (eV) = -3.3
- orbital gap (eV) = 7.57
- charge = -1
- LUMO level (Ha) = 0.1575

***

C.
Here is 2 unconnected molecules or ions with the total composition H4N2O2P from the Open Molecules 2025 dataset. Energies are from ωB97M-V/def2-TZVPD.

Geometry as XYZ:
```
9
Properties=species:S:1:pos:R:3:lowdin_charge:R:1
N -0.71 -1.14 -0.53 -0.189
N -0.97 0.13 0.00 -0.310
O 1.57 -0.03 0.67 -0.478
O 0.57 2.36 0.40 -0.450
P 0.64 0.94 0.03 0.143
H 0.26 -1.53 -0.48 0.051
H -1.32 -1.80 0.00 0.058
H -0.83 0.26 1.42 0.162
H 0.79 0.81 -1.50 0.013
```

Calculated values
- HOMO level (eV) = -4.4
- orbital gap (eV) = 9.02
- charge = -1
- LUMO level (Ha) = 0.1708

***

Decreasing stability: C, B, A

***

A.
Here is 2 unconnected molecules or ions with the total composition C5H13N2 from the Open Molecules 2025 dataset. Energies are from ωB97M-V/def2-TZVPD.

Geometry as XYZ:
```
20
Properties=species:S:1:pos:R:3:lowdin_charge:R:1
C -1.32 0.30 2.07 -0.152
C -0.38 0.77 1.19 -0.204
C 1.13 -0.98 -1.77 -0.057
C -1.02 0.39 3.56 -0.108
C 1.64 -0.05 -2.77 -0.034
N -0.68 0.96 -0.20 -0.006
N 0.19 -1.92 -1.98 0.239
H -2.30 0.14 1.76 0.071
H 0.66 0.73 1.39 0.092
H -2.05 0.35 4.11 0.109
H -0.63 1.33 3.84 0.051
H -0.32 -0.41 3.78 0.066
H 1.22 0.02 -3.81 0.125
H 2.69 -0.17 -2.97 0.106
H 1.75 0.96 -2.26 0.123
H -1.61 1.35 -0.47 0.113
H 1.52 -0.95 -0.75 0.146
H -0.32 -1.89 -2.81 0.119
H -0.20 -2.42 -1.20 0.144
H 0.04 1.48 -0.71 0.054
```

Calculated values
- HOMO level (eV) = -11.2
- orbital gap (eV) = 6.13
- charge = +1
- LUMO level (Ha) = -0.1866

***

B.
Here is 2 unconnected molecules or ions with the total composition C5H13N2 from the Open Molecules 2025 dataset. Energies are from ωB97M-V/def2-TZVPD.

Geometry as XYZ:
```
20
Properties=species:S:1:pos:R:3:lowdin_charge:R:1
C 3.03 0.71 0.44 -0.104
C 1.87 0.55 1.35 -0.254
C 0.94 1.47 1.60 -0.025
H 3.00 0.05 -0.44 0.071
H 3.14 1.72 0.06 0.082
H 3.98 0.47 0.91 0.089
H 1.74 -0.42 1.84 0.107
H 0.17 1.30 2.33 0.068
H 1.04 2.46 1.15 0.077
C -2.19 -1.41 -0.79 -0.191
C -1.69 -0.18 -0.99 -0.103
N -0.24 0.01 -1.04 0.176
N -3.50 -1.75 -0.78 0.096
H -1.49 -2.23 -0.65 0.135
H -2.30 0.70 -1.08 0.121
H 0.09 0.49 -0.18 0.097
H 0.23 -0.90 -0.99 0.160
H 0.10 0.50 -1.87 0.176
H -4.16 -1.00 -0.68 0.111
H -3.74 -2.55 -0.21 0.111
```

Calculated values
- HOMO level (eV) = -13.1
- orbital gap (eV) = 9.94
- charge = +1
- LUMO level (Ha) = -0.1149

***

C.
Here is a gas-phase ion, C5H13N2 (charge +1) from the Open Molecules 2025 dataset. Energies are from ωB97M-V/def2-TZVPD.

Geometry as XYZ:
```
20
Properties=species:S:1:pos:R:3:lowdin_charge:R:1
C -1.30 -1.92 -1.29 -0.078
C -0.24 -1.30 -0.46 -0.481
C 0.17 0.15 -0.86 -0.141
C 0.83 0.94 0.27 -0.021
C -0.01 1.73 1.01 -0.064
N 0.52 2.87 1.92 0.182
N 0.99 -2.13 -0.41 0.036
H -1.01 -1.98 -2.42 0.125
H -1.56 -2.94 -1.00 0.082
H -2.21 -1.36 -1.11 0.076
H -0.74 -1.08 0.44 0.110
H 0.82 -0.02 -1.70 0.127
H -0.81 0.53 -0.95 0.093
H 1.92 0.89 0.53 0.137
H -1.08 1.68 1.01 0.118
H 1.52 2.79 2.02 0.148
H 0.20 3.86 1.43 0.258
H 0.08 2.82 2.80 0.126
H 0.84 -2.98 0.14 0.076
H 1.07 -2.55 -1.37 0.091
```

Calculated values
- HOMO level (eV) = -12.6
- orbital gap (eV) = 8.64
- charge = +1
- SMILES string = C[C@@H](N)C/C=C/[NH3+]
- LUMO level (Ha) = -0.1449

***

D.
Here is 2 unconnected molecules or ions with the total composition C5H13N2 from the Open Molecules 2025 dataset. Energies are from ωB97M-V/def2-TZVPD.

Geometry as XYZ:
```
20
Properties=species:S:1:pos:R:3:lowdin_charge:R:1
C 2.40 0.25 0.28 -0.111
C 3.35 0.29 -0.63 -0.061
C -1.70 -0.65 -1.00 0.012
C -0.83 -1.62 1.02 0.023
C -1.16 1.86 0.11 -0.052
N -1.11 -0.41 0.26 -0.208
N -0.85 0.71 0.75 0.100
H 2.04 1.14 0.91 0.075
H 3.58 -0.62 -1.21 0.059
H 4.18 1.03 -0.70 0.073
H -0.34 -1.37 2.01 0.138
H -1.60 0.19 -1.79 0.145
H -1.35 -1.57 -1.32 0.080
H -2.79 -0.75 -0.86 0.144
H 0.02 -1.98 0.44 0.105
H 1.78 -0.60 0.47 -0.004
H -1.73 -2.20 1.17 0.117
H -0.84 1.90 -0.91 0.109
H -0.80 2.65 0.78 0.118
H -2.25 1.75 0.20 0.137
```

Calculated values
- HOMO level (eV) = -13.4
- orbital gap (eV) = 8.05
- charge = +1
- LUMO level (Ha) = -0.1965

***

Decreasing stability: B, A, C, D